# 1
{"formula": "C43H52BN8O2P2Sr", "method": "ωB97M-V/def2-TZVPD", "homo_lumo_gap_ev": 6.4, "total_charge": -1, "molar_mass_da": 873.3, "de_lowest_ev": 0.0000, "largest_force_ha_per_bohr": 0.0081, "homo_ev": -4.07, "e_tot_ev": -81550.09029, "symbols": ["Sr", "C", "C", "N", "N", "C", "B", "N", "C", "C", "C", "N", "N", "C", "C", "C", "N", "H", "H", "H", "H", "H", "H", "H", "H", "H", "H", "C", "C", "C", "P", "C", "C", "C", "C", "C", "C", "C", "C", "C", "N", "C", "C", "C", "C", "C", "C", "P", "C", "C", "C", "C", "C", "C", "H", "H", "H", "H", "H", "H", "H", "H", "H", "H", "H", "H", "H", "H", "H", "H", "H", "H", "H", "H", "H", "H", "H", "H", "H", "H", "H", "H", "H", "H", "H", "H", "H", "H", "H", "H", "O", "C", "O", "C", "C", "C", "C", "C", "C", "C", "C", "C", "N", "H", "H", "H", "H", "H", "H"], "coordinates": [[-0.5136, 0.0022, 0.2806], [0.4690, 3.5261, -2.9408], [0.0815, 2.2249, -2.5839], [-0.0437, 2.1151, -1.2680], [0.2467, 3.3275, -0.7482], [0.5699, 4.1877, -1.7330], [0.4465, 3.5563, 0.7684], [-0.8213, 3.2122, 1.5802], [-1.7655, 4.0855, 1.9801], [-2.6563, 3.4193, 2.7971], [-2.1564, 2.1101, 2.8430], [-1.0518, 1.9925, 2.1174], [1.6449, 2.7243, 1.2586], [2.7558, 3.1947, 1.8577], [3.6275, 2.1418, 2.0481], [2.9456, 1.0383, 1.5107], [1.7552, 1.3953, 1.0451], [0.6441, 3.9221, -3.9272], [-0.1095, 1.3658, -3.2141], [0.8447, 5.2025, -1.4922], [0.7018, 4.7255, 0.9249], [-1.7288, 5.1152, 1.6592], [-3.5326, 3.8183, 3.2813], [-2.5574, 1.2467, 3.3537], [2.8443, 4.2444, 2.0906], [4.6119, 2.1697, 2.4869], [3.2689, 0.0109, 1.4198], [-3.1458, 1.3937, -3.3205], [-3.5228, -0.0598, -3.0311], [-4.2901, -0.6428, -4.2253], [-2.0739, -0.9442, -2.2720], [-2.7353, -2.6419, -1.8157], [-2.5254, -3.7445, -2.8514], [-4.1872, -2.6063, -1.3287], [-0.8173, -1.2765, -3.5341], [-1.1041, -1.4579, -4.8866], [-0.1281, -1.7392, -5.8285], [1.1819, -1.8784, -5.3800], [1.5031, -1.7163, -4.0496], [0.5309, -1.3861, -3.0601], [0.8302, -1.2569, -1.7328], [2.1794, -1.1397, -1.4072], [3.0008, -0.1597, -1.9999], [4.3524, -0.0857, -1.7379], [4.9495, -1.0033, -0.8750], [4.1509, -1.9358, -0.2360], [2.7682, -1.9898, -0.4444], [1.6386, -2.9840, 0.5892], [2.7546, -3.6904, 1.9088], [3.3292, -2.6279, 2.8430], [1.9392, -4.6803, 2.7518], [1.3211, -4.5732, -0.3677], [1.5725, -4.4723, -1.8677], [-0.1042, -5.0612, -0.1019], [-4.0326, 1.9547, -3.6354], [-2.4097, 1.4559, -4.1281], [-2.7213, 1.8825, -2.4424], [-4.1977, -0.0478, -2.1699], [-3.8253, -0.3487, -5.1686], [-5.3115, -0.2480, -4.2378], [-4.3545, -1.7304, -4.2075], [-2.1318, -2.8949, -0.9377], [-3.1070, -3.5575, -3.7589], [-2.8499, -4.7067, -2.4399], [-1.4807, -3.8344, -3.1491], [-4.8837, -2.4709, -2.1577], [-4.3609, -1.8203, -0.5917], [-4.4324, -3.5606, -0.8519], [-2.1328, -1.3875, -5.2109], [-0.3833, -1.8649, -6.8734], [1.9725, -2.1322, -6.0798], [2.5327, -1.8561, -3.7468], [2.5378, 0.5423, -2.6845], [4.9465, 0.6880, -2.2117], [6.0172, -0.9806, -0.6901], [4.6167, -2.6442, 0.4379], [3.5690, -4.2413, 1.4243], [2.5216, -2.1052, 3.3518], [3.9388, -1.8826, 2.3345], [3.9487, -3.1036, 3.6116], [1.6033, -5.5467, 2.1799], [1.0573, -4.1871, 3.1731], [2.5448, -5.0462, 3.5874], [2.0286, -5.3045, 0.0397], [0.8751, -3.7776, -2.3352], [1.4381, -5.4560, -2.3307], [2.5825, -4.1232, -2.0896], [-0.8216, -4.3548, -0.5255], [-0.3271, -5.1521, 0.9629], [-0.2750, -6.0340, -0.5749], [-4.6044, -1.3148, 1.8254], [-3.4060, -1.0925, 1.6250], [-2.8630, -0.3921, 0.7275], [-2.4382, -1.6688, 2.6765], [-2.8848, -2.6702, 3.5789], [-2.0718, -3.0504, 4.6002], [-0.8430, -2.3699, 4.8016], [-0.0069, -2.5854, 5.9207], [1.1038, -1.8098, 6.1152], [1.4314, -0.7926, 5.1957], [0.6677, -0.5920, 4.0780], [-0.4830, -1.3836, 3.8578], [-1.2560, -1.1117, 2.7640], [-3.8697, -3.0857, 3.4186], [-2.3670, -3.8304, 5.2946], [-0.2755, -3.3571, 6.6346], [1.7304, -1.9678, 6.9859], [2.3019, -0.1705, 5.3685], [0.9038, 0.1883, 3.3610]], "lowdin_charge": [1.234, -0.063, -0.178, -0.016, -0.041, -0.093, -0.539, -0.044, -0.095, -0.067, -0.158, -0.003, -0.038, -0.090, -0.066, -0.162, 0.003, 0.084, 0.092, 0.110, 0.114, 0.114, 0.084, 0.102, 0.112, 0.083, 0.079, -0.133, -0.541, -0.125, 1.046, -0.526, -0.115, -0.112, -0.339, -0.116, -0.125, -0.109, -0.054, -0.357, -0.065, -0.368, -0.049, -0.090, -0.111, -0.132, -0.339, 1.097, -0.570, -0.120, -0.129, -0.539, -0.109, -0.126, 0.076, 0.070, 0.061, 0.095, 0.061, 0.076, 0.050, 0.067, 0.066, 0.075, 0.061, 0.066, 0.046, 0.082, 0.073, 0.084, 0.094, 0.102, 0.112, 0.099, 0.091, 0.086, 0.099, 0.042, 0.048, 0.082, 0.057, 0.067, 0.075, 0.090, 0.051, 0.080, 0.074, 0.046, 0.058, 0.079, 0.010, -0.659, -0.234, -0.176, 0.009, -0.008, -0.168, -0.045, -0.088, -0.092, -0.023, -0.214, 0.112, 0.114, 0.112, 0.108, 0.098, 0.108, 0.096]}

# 2
{"formula": "C3H5O3Y", "method": "ωB97M-V/def2-TZVPD", "homo_lumo_gap_ev": [7.1, 7.7], "total_charge": 3, "molar_mass_da": 178.0, "s2": 0.798, "de_lowest_ev": 0.0000, "largest_force_ha_per_bohr": 0.1030, "homo_ev": [-22.34, -22.96], "spin_multiplicity": 2, "e_tot_ev": -10336.67083, "symbols": ["H", "O", "C", "H", "O", "Y", "O", "C", "C", "H", "H", "H"], "coordinates": [[2.6891, 2.1704, 0.9884], [2.4466, 0.7282, -0.3797], [3.1035, 1.2748, 0.5031], [4.0774, 0.8483, 0.7726], [0.5492, 0.3436, -0.1684], [0.7754, 0.9766, -2.3637], [-1.1206, -0.2166, -0.8076], [-1.9586, -0.5185, 0.1572], [-2.6459, -1.6765, 0.1778], [-1.8991, 0.2355, 0.9604], [-3.6028, -1.6970, 0.6948], [-2.4142, -2.4688, -0.5348]], "lowdin_charge": [0.145, -0.154, 0.136, 0.156, -0.211, 2.358, -0.118, -0.109, 0.332, 0.177, 0.147, 0.142]}

# 3
{"formula": "C4H7N3", "method": "ωB97M-V/def2-TZVPD", "smiles": "Nc1c[nH]c(N)c1", "homo_lumo_gap_ev": 8.5, "molar_mass_da": 97.1, "de_lowest_ev": 0.2976, "largest_force_ha_per_bohr": 0.0179, "homo_ev": -7.39, "e_tot_ev": -8731.38169, "symbols": ["N", "C", "C", "N", "C", "N", "C", "H", "H", "H", "H", "H", "H", "H"], "coordinates": [[2.4445, -0.5945, 0.3230], [1.1407, -0.0905, 0.1226], [0.7254, 1.2280, 0.1064], [-0.6413, 1.2229, -0.0711], [-1.1070, -0.0456, -0.1265], [-2.5077, -0.2329, -0.1305], [-0.0249, -0.8976, -0.0222], [3.1559, 0.0987, 0.1275], [2.6228, -1.3980, -0.2692], [1.1032, 2.0843, 0.6370], [-1.2036, 2.0397, -0.2425], [-2.8821, -0.4911, -1.0342], [-2.7608, -0.9460, 0.5435], [-0.0651, -1.9774, 0.0362]], "lowdin_charge": [0.063, -0.349, -0.097, 0.044, -0.396, 0.079, -0.007, 0.078, 0.078, 0.105, 0.148, 0.074, 0.078, 0.101]}

# 4
{"formula": "C8H15ClF2N3O5PS2", "method": "ωB97M-V/def2-TZVPD", "homo_lumo_gap_ev": 10.9, "molar_mass_da": 401.8, "largest_force_ha_per_bohr": 0.0329, "homo_ev": -10.78, "e_tot_ev": -72163.78902, "symbols": ["O", "S", "O", "F", "N", "P", "O", "Cl", "S", "O", "O", "F", "H", "C", "C", "C", "C", "N", "H", "H", "H", "H", "H", "H", "H", "C", "C", "C", "C", "N", "H", "H", "H", "H", "H", "H", "H"], "coordinates": [[-0.6214, -1.9536, 5.8374], [0.0418, -0.7132, 5.7724], [1.3916, -0.5666, 6.1578], [-0.7732, 0.3231, 6.5476], [-0.0629, -0.0332, 4.2222], [1.2876, -0.3980, 3.0651], [2.4088, 0.5335, 3.7409], [1.9456, -2.2322, 3.6123], [-1.5507, -0.2618, 3.5043], [-2.5735, -0.1114, 4.4682], [-1.5710, -1.3869, 2.6485], [-1.5775, 0.9968, 2.6177], [2.6063, 1.2253, 3.0991], [-4.4454, 1.1265, -1.6451], [-4.1729, -0.2675, -1.0912], [-2.8367, -0.3632, -0.3455], [-1.7122, -0.0425, -1.2241], [-0.8145, 0.2116, -1.8937], [-3.6940, 1.4166, -2.3807], [-5.4163, 1.1585, -2.1388], [-4.4482, 1.8722, -0.8479], [-4.1852, -0.9906, -1.9083], [-4.9730, -0.5471, -0.4043], [-2.6896, -1.3681, 0.0490], [-2.8160, 0.3313, 0.4928], [3.9667, -0.5385, -4.5919], [2.7458, 0.0516, -3.8943], [3.1090, 1.0659, -2.8033], [3.9134, 0.4408, -1.7518], [4.5408, -0.0602, -0.9300], [4.5948, -1.0938, -3.8941], [3.6599, -1.2294, -5.3769], [4.5753, 0.2434, -5.0504], [2.1537, -0.7528, -3.4567], [2.1138, 0.5470, -4.6325], [2.2042, 1.4690, -2.3479], [3.6749, 1.8973, -3.2261]], "lowdin_charge": [-0.215, 0.486, -0.246, -0.093, -0.473, 0.548, -0.311, 0.355, 0.476, -0.216, -0.245, -0.122, 0.062, -0.109, -0.254, -0.191, -0.228, 0.147, 0.070, 0.072, 0.077, 0.112, 0.109, 0.115, 0.099, -0.113, -0.265, -0.193, -0.245, 0.136, 0.070, 0.071, 0.075, 0.107, 0.107, 0.107, 0.118]}